1.
{
  "formula": "C27H21CrN3OS5",
  "method": "ωB97M-V/def2-TZVPD",
  "symbols": ["Cr", "S", "C", "C", "C", "C", "C", "C", "S", "C", "C", "C", "C", "C", "C", "C", "S", "C", "C", "C", "C", "C", "C", "S", "N", "H", "H", "H", "H", "H", "H", "H", "H", "H", "H", "H", "H", "H", "H", "H", "N", "C", "N", "C", "C", "C", "C", "C", "C", "S", "H", "H", "H", "H", "H", "H", "O", "C"],
  "xyz": [[0.154, 0.130, -0.262], [2.200, -0.156, -1.426], [2.709, -1.763, -0.912], [4.053, -2.131, -1.001], [4.475, -3.380, -0.582], [3.568, -4.303, -0.071], [2.228, -3.967, 0.002], [1.811, -2.703, -0.400], [0.087, -2.281, -0.404], [-0.474, -2.567, 1.331], [-1.477, -1.490, 1.533], [-2.813, -1.636, 1.535], [-3.693, -0.519, 1.397], [-3.146, 0.692, 1.122], [-1.745, 0.903, 1.093], [-1.194, 2.289, 1.253], [0.298, 2.483, 0.204], [1.637, 2.704, 1.361], [2.096, 3.987, 1.612], [3.173, 4.185, 2.469], [3.797, 3.105, 3.069], [3.347, 1.814, 2.822], [2.274, 1.620, 1.971], [1.693, -0.033, 1.656], [-0.894, -0.170, 1.488], [4.764, -1.418, -1.398], [5.523, -3.639, -0.655], [3.901, -5.279, 0.251], [1.504, -4.687, 0.362], [0.398, -2.503, 1.986], [-0.922, -3.552, 1.434], [-3.209, -2.643, 1.560], [-4.762, -0.659, 1.429], [-3.777, 1.550, 0.924], [-0.944, 2.557, 2.283], [-1.929, 3.005, 0.891], [1.617, 4.829, 1.130], [3.526, 5.190, 2.659], [4.638, 3.261, 3.730], [3.826, 0.963, 3.287], [0.670, 2.109, -2.987], [-0.528, 1.480, -2.971], [-0.898, 0.572, -2.098], [-2.188, 0.106, -2.418], [-2.869, -0.927, -1.789], [-4.140, -1.262, -2.218], [-4.750, -0.581, -3.270], [-4.080, 0.439, -3.921], [-2.801, 0.759, -3.488], [-1.711, 1.930, -4.163], [1.471, 1.568, -2.687], [0.852, 2.710, -3.775], [-2.403, -1.467, -0.981], [-4.668, -2.072, -1.731], [-5.744, -0.859, -3.591], [-4.533, 0.962, -4.752], [-0.121, 0.605, 3.581], [0.121, 0.141, 2.526]],
  "mulliken_spin": [0.8391, -0.0072, 0.0009, 0.0045, -0.0013, 0.0014, -0.0028, -0.0036, -0.0017, 0.0215, 0.0242, -0.0190, 0.0719, -0.0487, 0.0478, 0.0205, -0.0010, -0.0047, -0.0056, 0.0003, 0.0006, -0.0018, 0.0115, -0.0171, 0.0711, -0.0007, 0.0000, 0.0000, 0.0001, 0.0009, 0.0005, -0.0003, 0.0032, -0.0019, 0.0025, -0.0034, -0.0002, -0.0001, -0.0001, -0.0005, 0.0025, -0.0005, -0.0237, 0.0033, 0.0025, 0.0000, 0.0006, -0.0001, -0.0017, 0.0004, 0.0040, -0.0009, -0.0064, 0.0004, 0.0000, 0.0000, 0.0028, 0.0159],
  "s2": 0.811,
  "multiplicity": 2,
  "charge": 1,
  "de_lowest_kcal_mol": 39.2,
  "gap_ev": [6.54, 6.54]
}

***

2.
{
  "formula": "C6H27NO8",
  "method": "ωB97M-V/def2-TZVPD",
  "symbols": ["C", "N", "C", "C", "C", "C", "C", "O", "H", "H", "H", "H", "H", "H", "H", "H", "H", "H", "H", "H", "H", "H", "H", "O", "H", "H", "O", "H", "H", "O", "H", "H", "O", "H", "H", "O", "H", "H", "O", "H", "H", "O"],
  "xyz": [[-2.032, 0.949, -0.704], [-1.131, -0.099, -0.111], [-0.629, 0.302, 1.253], [0.116, -0.810, 1.989], [-0.995, -1.814, 2.541], [1.127, -1.537, 1.159], [0.277, 1.503, 1.075], [1.006, 1.935, 1.944], [-2.996, 0.767, -0.227], [-2.081, 0.513, -1.708], [-1.647, 1.954, -0.721], [-0.304, -0.190, -0.700], [-1.513, 0.536, 1.862], [0.338, -0.388, 2.982], [-1.344, -1.359, 3.458], [-0.727, -2.882, 2.638], [-1.789, -1.757, 1.790], [0.715, -2.039, 0.281], [1.956, -0.919, 0.817], [1.488, -2.402, 1.724], [0.259, 1.971, 0.100], [-2.533, -3.718, 0.351], [-2.055, -2.476, -0.491], [-2.260, -3.421, -0.524], [-0.093, -3.757, -2.611], [-0.569, -3.854, -1.159], [0.054, -3.371, -1.740], [1.861, 1.225, -3.485], [0.456, 0.762, -3.608], [1.004, 1.351, -3.057], [-0.196, -1.814, -2.827], [0.848, -0.762, -2.525], [0.340, -1.130, -3.254], [0.258, 4.056, -0.433], [0.889, 4.635, 0.795], [0.105, 4.146, 0.527], [3.476, 1.040, 3.419], [2.013, 0.908, 2.874], [2.722, 0.449, 3.373], [0.828, 3.101, -2.438], [1.775, 4.391, -2.505], [0.985, 4.007, -2.125]],
  "nbo_charge": [-0.4274, -0.6428, -0.1812, -0.2249, -0.6039, -0.6358, 0.4732, -0.5614, 0.2037, 0.2071, 0.1901, 0.3477, 0.2268, 0.2381, 0.2074, 0.2112, 0.1914, 0.2192, 0.2169, 0.2271, 0.1299, 0.4831, 0.5035, -0.9721, 0.4717, 0.5074, -0.9795, 0.4795, 0.5110, -0.9796, 0.4982, 0.4756, -0.9798, 0.4903, 0.4688, -0.9687, 0.4644, 0.4913, -0.9808, 0.5105, 0.4842, -0.9914],
  "de_lowest_kcal_mol": 57.0,
  "gap_ev": 9.61,
  "smiles": "CN[C@H](C=O)C(C)C.O.O.O.O.O.O.O"
}

***

3.
{
  "formula": "C21H24N8",
  "method": "ωB97M-V/def2-TZVPD",
  "symbols": ["C", "C", "C", "C", "C", "C", "H", "H", "C", "H", "H", "C", "N", "C", "N", "N", "N", "C", "N", "C", "C", "H", "H", "C", "N", "C", "C", "C", "C", "C", "C", "N", "N", "H", "H", "H", "H", "C", "C", "H", "H", "H", "H", "H", "H", "H", "H", "H", "H", "H", "H", "H", "H"],
  "xyz": [[-1.062, -5.129, 0.353], [-0.286, -3.983, 0.353], [-0.840, -2.769, -0.013], [-2.175, -2.688, -0.387], [-2.948, -3.841, -0.380], [-2.395, -5.056, -0.015], [-3.006, -5.947, -0.019], [-3.989, -3.788, -0.669], [-2.789, -1.363, -0.750], [-3.659, -1.505, -1.393], [-2.063, -0.746, -1.282], [-3.240, -0.637, 0.526], [-3.794, 0.653, 0.225], [-3.333, 1.920, 0.415], [-4.239, 2.746, -0.056], [-5.227, 2.000, -0.525], [-4.988, 0.767, -0.368], [-2.049, 2.296, 1.058], [-1.211, 3.065, 0.154], [-0.915, 2.422, -1.108], [0.086, 1.267, -0.983], [0.304, 0.852, -1.968], [-0.329, 0.472, -0.363], [1.377, 1.754, -0.323], [2.243, 0.626, -0.081], [3.594, 0.526, -0.202], [4.601, 1.388, -0.621], [5.883, 0.891, -0.600], [6.169, -0.417, -0.179], [5.183, -1.278, 0.238], [3.873, -0.797, 0.227], [2.688, -1.372, 0.572], [1.758, -0.530, 0.391], [5.395, -2.283, 0.562], [7.197, -0.747, -0.186], [6.699, 1.524, -0.916], [4.388, 2.396, -0.945], [1.061, 2.465, 0.998], [0.002, 3.556, 0.770], [0.414, 4.322, 0.107], [-0.252, 4.031, 1.719], [0.694, 1.727, 1.715], [1.967, 2.911, 1.411], [1.905, 2.442, -0.994], [-0.506, 3.189, -1.772], [-1.848, 2.068, -1.552], [-2.279, 2.946, 1.908], [-1.560, 1.386, 1.444], [-2.398, -0.517, 1.212], [-4.015, -1.227, 1.023], [-0.212, -1.890, -0.006], [0.755, -4.022, 0.638], [-0.631, -6.078, 0.637]],
  "nbo_charge": [-0.2203, -0.2039, -0.1775, -0.0434, -0.2112, -0.2069, 0.2124, 0.2088, -0.4262, 0.2298, 0.2118, -0.2092, -0.1916, 0.3250, -0.2934, -0.0606, -0.0756, -0.2691, -0.4217, -0.2264, -0.4320, 0.2250, 0.2149, -0.0326, -0.1991, 0.1625, -0.2623, -0.1892, -0.2330, -0.1688, 0.0240, -0.2212, -0.0413, 0.2277, 0.2181, 0.2179, 0.2190, -0.4335, -0.2149, 0.1963, 0.2089, 0.2113, 0.2200, 0.2082, 0.1992, 0.2153, 0.2349, 0.1776, 0.2172, 0.2281, 0.2165, 0.2218, 0.2125],
  "gap_ev": 9.40,
  "smiles": "c1ccc(CCn2nnnc2CN2CCC(n3nnc4ccccc43)CC2)cc1"
}

***

4.
{
  "formula": "C5H22NO7",
  "method": "ωB97M-V/def2-TZVPD",
  "symbols": ["C", "O", "C", "C", "C", "C", "N", "H", "H", "H", "H", "H", "H", "H", "H", "H", "H", "H", "H", "O", "H", "H", "O", "H", "H", "O", "H", "H", "O", "H", "H", "O", "H", "H", "O"],
  "xyz": [[0.575, -0.779, 1.559], [-0.527, 0.014, 1.543], [1.456, -0.469, 0.290], [0.772, -1.104, -0.950], [1.690, -1.270, -2.140], [2.038, -0.169, -2.875], [1.516, 1.042, 0.209], [0.339, -1.968, 1.799], [1.107, -0.457, 2.582], [2.550, -0.819, 0.431], [0.193, -1.998, -0.618], [0.012, -0.364, -1.362], [1.777, -2.294, -2.496], [1.791, 0.783, -2.553], [2.654, -0.267, -3.720], [0.530, 1.221, 0.234], [1.863, 1.571, 0.924], [-1.989, 1.904, 3.153], [-0.912, 1.104, 2.207], [-1.213, 2.074, 2.558], [1.070, 1.913, 3.866], [0.080, 2.636, 3.057], [1.014, 2.686, 3.435], [-1.935, -0.406, -1.451], [-1.801, -1.041, -2.585], [-2.422, -0.380, -2.265], [-2.144, -2.401, -0.155], [-2.853, -2.198, -1.444], [-2.140, -2.766, -1.107], [0.880, 3.047, -1.598], [-0.026, 2.720, -2.861], [0.889, 3.076, -2.563], [-1.699, -0.839, 1.596], [-2.504, -2.232, 1.940], [-2.631, -1.569, 1.360]],
  "mulliken_spin": [0.0756, 0.4767, 0.0711, 0.0243, 0.0018, 0.0398, 0.1427, 0.0000, 0.0962, -0.0142, 0.0032, 0.0016, 0.0002, 0.0025, 0.0018, 0.0019, 0.0064, -0.0018, 0.0051, 0.0563, -0.0009, 0.0006, 0.0046, 0.0011, -0.0002, -0.0002, 0.0005, -0.0001, -0.0002, -0.0004, 0.0000, 0.0008, -0.0076, 0.0005, 0.0105],
  "s2": 0.756,
  "multiplicity": 2,
  "de_lowest_kcal_mol": 80.8,
  "gap_ev": [10.30, 5.16]
}

***

5.
{
  "formula": "C6H11N5",
  "method": "ωB97M-V/def2-TZVPD",
  "symbols": ["C", "C", "C", "C", "C", "C", "N", "N", "N", "N", "N", "H", "H", "H", "H", "H", "H", "H", "H", "H", "H", "H"],
  "xyz": [[1.257, 0.748, -1.730], [-1.890, -0.052, -1.426], [0.966, 0.980, 0.621], [-0.435, 0.463, 0.395], [-0.614, -1.018, 0.145], [-0.212, -2.100, 1.120], [0.041, 0.948, -1.938], [-1.529, -1.173, -0.739], [1.739, 0.792, -0.374], [-0.940, 1.021, -0.951], [1.346, 1.340, 1.823], [2.067, 0.826, -2.480], [-2.306, -0.048, -2.455], [-1.204, 0.728, 1.182], [-0.090, -1.744, 2.191], [0.682, -2.783, 0.982], [-0.962, -2.932, 1.239], [-2.097, -2.038, -1.040], [2.777, 0.917, -0.285], [-1.508, 1.933, -0.815], [0.689, 1.317, 2.623], [2.224, 1.875, 1.912]],
  "nbo_charge": [0.2801, -0.0799, 0.5526, -0.1602, 0.1236, -0.7179, -0.2354, -0.3749, -0.5447, -0.2437, -0.6634, 0.2851, 0.2856, 0.2860, 0.2467, 0.2830, 0.2818, 0.5061, 0.4663, 0.5050, 0.4627, 0.4556],
  "charge": 2,
  "de_lowest_kcal_mol": 111.0,
  "gap_ev": 6.60
}

***

6.
{
  "formula": "CH4NO3S",
  "method": "ωB97M-V/def2-TZVPD",
  "symbols": ["C", "N", "O", "O", "O", "S", "H", "H", "H", "H"],
  "xyz": [[0.697, 1.015, 0.238], [-1.335, -1.119, 0.584], [0.099, -1.572, -1.298], [1.619, 0.003, 0.144], [-0.308, 0.967, -0.773], [-1.064, -0.770, -0.876], [1.137, -0.844, -0.340], [0.215, 1.133, 1.248], [1.244, 1.946, 0.227], [-2.304, -0.759, 0.847]],
  "nbo_charge": [0.2440, -1.1949, -1.0161, -0.8038, -0.8091, 1.5415, 0.5037, 0.0878, 0.1091, 0.3378],
  "charge": -1,
  "de_lowest_kcal_mol": 31.4,
  "gap_ev": 7.93
}